{"formula": "CH2BrCl2P", "method": "ωB97M-V/def2-TZVPD", "homo_ev": [-8.775, -8.775], "e_above_lowest_kcal_mol": 69.3, "e_tot_ev": -105443.645, "charge": 0, "homo_lumo_gap_ha": [0.193, 0.193], "species": ["Cl", "H", "C", "H", "P", "Br", "Cl"], "xyz": [[0.8599, -1.7089, -2.7793], [0.6956, -0.7573, 0.1686], [0.0851, -0.0789, -0.4140], [-0.4118, 0.7170, 0.1142], [0.5650, 0.1308, -2.0787], [2.2757, 0.7356, -4.8720], [-1.0353, 0.8664, -3.0065]], "lowdin_charge": [0.25, 0.01, -0.21, 0.01, 0.02, -0.35, 0.27]}